Below is a single C4H6ClN3 molecule in a non-equilibrium geometry, with properties calculated with wB97M-V/def2-TZVPD.

Computed properties:
Calculated total energy ... -21235.5593 eV
Energy above the lowest of the compared OMol25 structures with the same formula, charge and spin ... 77.12 kcal/mol
LUMO ... 0.027 Ha
Strongest force on any atom ... 3.003 eV/A

ORCA input file:
```
! RIJCOSX wB97M-V def2-TZVPD def2/J DEFGRID3
* xyz 0 1
C -1.509 -0.296 0.636
C -0.145 0.021 0.188
C 0.666 -0.735 -0.557
C 0.346 1.497 0.509
N -2.182 -1.364 0.573
N -2.922 -2.223 0.494
N 1.925 -0.363 -0.952
Cl 0.244 -2.318 -0.966
H -1.958 0.476 1.170
H 1.133 1.500 1.243
H -0.573 1.976 0.783
H 0.583 2.008 -0.428
H 2.296 -0.844 -1.741
H 2.095 0.665 -0.953
*
```

Results of the Löwdin charge analysis, in e, for atoms 1 through 8: -0.14 -0.28 -0.82 -0.04 -0.16 0.19 0.04 0.75


Below is a molecular structure, C4H12N3 in a non-equilibrium geometry, with properties calculated with wB97M-V/def2-TZVPD.

Computed properties:
Calculated total energy ... -8800.0181 eV
Energy above the lowest of the compared OMol25 structures with the same formula, charge and spin ... 177.94 kcal/mol
LUMO ... -0.265 Ha
Strongest force on any atom ... 5.530 eV/A

ORCA input file:
```
! RIJCOSX wB97M-V def2-TZVPD def2/J DEFGRID3
* xyz 1 1
C -1.959 0.089 0.917
C -0.740 0.610 0.306
C 0.386 -0.197 -0.144
C 0.620 0.117 -1.714
N 1.890 -0.640 -2.055
N 1.647 -0.204 0.572
N -1.849 -0.104 2.371
H -1.991 -0.943 0.519
H -2.927 0.472 0.630
H -0.558 1.688 0.255
H 2.000 -0.488 -3.059
H -0.173 -0.481 -2.161
H 0.358 1.201 -1.770
H 1.926 0.397 -1.488
H 0.045 -1.228 -0.133
H 2.445 -0.571 0.076
H 1.820 0.470 1.299
H -1.695 0.697 2.974
H -1.248 -0.885 2.605
*
```

Results of the Löwdin charge analysis, in e, for atoms 1 through 8: -0.23 0.16 -0.37 -0.25 0.04 0.09 0.12 0.14


Below is a molecular structure, C3H5N3O in a non-equilibrium geometry, with properties calculated with wB97M-V/def2-TZVPD.

Computed properties:
Calculated total energy ... -9704.3674 eV
Energy above the lowest of the compared OMol25 structures with the same formula, charge and spin ... 143.35 kcal/mol
LUMO (alpha / beta) ... -0.020 / -0.022 Ha
Strongest force on any atom ... 2.271 eV/A

ORCA input file:
```
! RIJCOSX wB97M-V def2-TZVPD def2/J DEFGRID3
* xyz 0 1
C -0.141 -0.928 -0.376
C 0.970 -0.100 -0.266
C 0.463 1.127 0.379
O 2.142 -0.675 0.175
N -1.009 0.402 0.570
N -1.915 0.954 -0.118
N -0.588 -1.974 -0.866
H 2.820 0.009 0.225
H -2.582 0.241 -0.442
H -1.365 -2.395 -0.360
H 0.235 1.989 -0.242
H 0.969 1.351 1.321
*
```

Results of the Löwdin charge analysis, in e, for atoms 1 through 8: -0.23 -0.32 -0.05 0.02 -0.09 0.07 0.17 0.10


Below is 10 unconnected molecules or ions with the total composition C34H64F4O32S in a non-equilibrium geometry, with properties calculated with wB97M-V/def2-TZVPD.

Computed properties:
Calculated total energy ... -123520.7433 eV
LUMO ... -0.004 Ha
Strongest force on any atom ... 2.762 eV/A

ORCA input file:
```
! RIJCOSX wB97M-V def2-TZVPD def2/J DEFGRID3
* xyz 0 1
O 1.406 -2.009 -0.018
C 1.169 -0.930 0.516
C -0.229 -0.552 0.927
C -1.069 -0.094 -0.246
C -2.481 0.268 0.245
S -2.881 1.996 0.039
O -3.367 2.486 1.294
O -1.749 2.741 -0.418
O -4.049 2.144 -1.035
O 2.162 -0.032 0.806
C 2.977 0.309 -0.298
C 2.451 1.482 -1.094
F 1.381 1.111 -1.851
F 3.450 1.820 -1.976
C 2.155 2.761 -0.305
F 1.547 3.641 -1.149
F 1.330 2.541 0.737
H -0.681 -1.438 1.356
H -0.193 0.200 1.709
H -1.181 -0.880 -0.982
H -0.646 0.754 -0.767
H -2.580 0.077 1.304
H -3.225 -0.363 -0.229
H -3.998 1.415 -1.668
H 3.156 -0.535 -0.954
H 3.943 0.595 0.101
H 3.100 3.206 0.002
C 5.433 4.042 -1.943
O 6.732 4.555 -1.616
C 6.841 4.878 -0.326
O 5.973 4.770 0.498
O 8.069 5.333 -0.116
C 8.331 5.721 1.236
H 5.435 3.807 -3.001
H 5.236 3.138 -1.381
H 4.667 4.790 -1.745
H 8.218 4.872 1.907
H 7.667 6.529 1.538
H 9.358 6.069 1.261
C 7.187 7.450 -8.640
O 6.996 7.365 -7.227
C 7.315 6.183 -6.703
O 7.730 5.233 -7.311
O 7.092 6.236 -5.394
C 7.395 5.026 -4.693
H 6.892 8.454 -8.929
H 8.233 7.291 -8.896
H 6.561 6.725 -9.156
H 8.448 4.774 -4.800
H 6.780 4.208 -5.069
H 7.172 5.205 -3.642
C -5.979 1.585 1.686
O -6.591 0.555 0.888
C -7.393 -0.266 1.556
O -7.629 -0.222 2.734
O -7.890 -1.153 0.694
C -8.772 -2.112 1.283
H -5.350 2.176 1.045
H -6.740 2.230 2.123
H -5.358 1.150 2.464
H -9.638 -1.622 1.722
H -8.253 -2.701 2.037
H -9.103 -2.772 0.486
C 3.086 -2.044 3.226
O 4.438 -1.658 3.486
C 4.682 -1.360 4.762
O 3.887 -1.391 5.659
O 5.968 -1.025 4.865
C 6.378 -0.679 6.191
H 3.018 -2.257 2.164
H 2.828 -2.943 3.783
H 2.402 -1.233 3.472
H 6.242 -1.520 6.867
H 5.823 0.184 6.551
H 7.433 -0.430 6.130
C -0.287 -2.867 -4.331
O -1.535 -3.132 -3.683
C -2.435 -3.732 -4.462
O -2.276 -4.045 -5.608
O -3.540 -3.923 -3.743
C -4.604 -4.571 -4.451
H 0.349 -2.379 -3.598
H 0.185 -3.791 -4.656
H -0.428 -2.199 -5.178
H -4.298 -5.562 -4.777
H -4.915 -3.971 -5.304
H -5.426 -4.663 -3.749
C -4.669 -4.458 -0.370
O -4.586 -5.685 0.354
C -5.010 -6.741 -0.334
O -5.433 -6.723 -1.460
O -4.886 -7.817 0.436
C -5.308 -9.034 -0.183
H -4.299 -3.673 0.284
H -4.048 -4.494 -1.264
H -5.701 -4.237 -0.638
H -4.712 -9.242 -1.068
H -6.363 -8.986 -0.445
H -5.153 -9.819 0.551
C -8.951 -2.125 5.622
O -9.555 -3.145 4.818
C -10.351 -3.973 5.487
O -10.589 -3.932 6.663
O -10.841 -4.862 4.622
C -11.721 -5.822 5.208
H -8.338 -1.523 4.956
H -9.712 -1.493 6.073
H -8.323 -2.568 6.393
H -12.588 -5.332 5.646
H -11.202 -6.408 5.964
H -12.043 -6.475 4.403
C -0.919 10.068 -0.366
O -0.672 8.912 0.432
C -0.873 7.757 -0.206
O -1.229 7.641 -1.347
O -0.611 6.768 0.639
C -0.787 5.455 0.088
H -0.720 10.927 0.268
H -0.254 10.092 -1.227
H -1.956 10.095 -0.695
H -0.120 5.302 -0.753
H -1.818 5.300 -0.218
H -0.539 4.751 0.876
C 7.010 -3.081 2.276
O 6.483 -4.273 1.682
C 7.075 -4.629 0.548
O 7.977 -4.048 0.006
O 6.494 -5.745 0.109
C 7.036 -6.245 -1.114
H 6.447 -2.905 3.179
H 8.061 -3.211 2.527
H 6.884 -2.232 1.607
H 8.089 -6.493 -0.995
H 6.912 -5.519 -1.915
H 6.477 -7.145 -1.352
*
```

Results of the Löwdin charge analysis, in e, for atoms 1 through 8: 0.12 -0.44 -0.09 -0.19 -0.19 0.61 -0.29 -0.27